1.
This record from OMol25 describes a molecular structure, C36H36AlN3O3P. The level of theory is ωB97M-V with the def2-TZVPD basis set.

Geometry as XYZ:
```
80
C36H36AlN3O3P | OMol25 | ωB97M-V with the def2-TZVPD basis set
P -2.585 1.402 0.111
Al 1.236 0.959 1.115
O -0.337 3.340 7.000
O 3.172 2.522 -1.910
O -1.564 6.765 2.041
N 2.503 1.547 -0.071
N 0.017 2.254 0.815
N 0.904 0.932 2.938
C -4.927 -0.884 -2.256
C -5.286 0.804 -0.059
C -3.538 3.495 1.625
C -6.192 -0.693 -1.709
C 3.924 1.159 -0.122
C 0.770 2.538 -1.586
C -4.034 4.051 2.794
C -3.837 -0.231 -1.711
C 4.404 1.924 -1.367
C -1.544 3.065 -3.429
C -0.264 3.703 -3.553
C -4.011 3.324 3.978
C -0.448 4.413 -0.277
C -3.039 1.448 2.835
C 1.208 0.074 3.950
C -1.662 2.389 -0.990
C -0.599 6.522 1.037
C -0.309 2.913 -0.453
C 2.175 2.239 -1.133
C -3.041 2.190 1.653
C -0.054 2.948 2.042
C 0.779 3.501 -2.743
C 5.421 -0.848 0.122
C 3.032 -0.964 0.891
C -0.296 4.262 2.126
C -2.096 2.445 -2.341
C 0.372 1.626 5.559
C 0.134 2.021 6.979
C 0.947 0.382 5.249
C 3.996 -0.376 -0.156
C 0.026 2.480 4.523
C -6.370 0.146 -0.616
C -3.517 2.025 4.000
C 0.288 2.123 3.215
C -4.017 0.639 -0.626
C -0.458 5.027 0.908
H 4.434 1.514 0.776
H -3.519 1.459 4.923
H -2.178 3.110 -4.308
H 5.090 2.733 -1.141
H 5.740 -0.580 1.133
H 0.374 6.938 1.322
H -0.453 3.419 4.755
H 6.122 -0.400 -0.584
H -7.354 0.286 -0.190
H 5.497 -1.930 0.014
H 3.175 -2.035 1.021
H -0.435 3.641 7.908
H -5.426 1.451 0.797
H -0.131 4.370 -4.396
H -4.793 -1.553 -3.096
H -0.321 4.786 3.072
H -3.078 2.022 -2.511
H -4.393 3.771 4.887
H 1.194 -0.329 6.028
H -1.661 7.716 2.168
H -0.882 6.957 0.076
H 4.831 1.294 -2.143
H -7.043 -1.214 -2.130
H 3.694 -0.721 -1.149
H 1.955 -0.896 0.571
H -2.848 -0.397 -2.123
H 0.416 1.559 -1.948
H 3.178 -0.490 1.871
H 1.665 -0.866 3.670
H -2.690 0.421 2.836
H -0.565 4.983 -1.190
H -0.583 1.315 7.418
H -4.441 5.052 2.780
H -3.554 4.057 0.699
H 1.698 4.042 -2.923
H 1.073 1.895 7.529
```

Results
Highest occupied orbital energy (alpha / beta), eV: -15.768 / -15.837
LUMO level (alpha / beta), eV: -9.6687 / -9.8081
Total charge: +3

***

2.
This record from OMol25 describes a molecular structure, C17H23Br14N2O3. The level of theory is ωB97M-V with the def2-TZVPD basis set.

Geometry as XYZ:
```
59
C17H23Br14N2O3 | OMol25 | ωB97M-V with the def2-TZVPD basis set
Br 9.415 2.579 -0.354
Br -3.729 -2.046 -1.068
Br 8.874 4.302 2.316
Br 5.884 -5.524 -4.955
Br 7.369 1.485 1.883
Br 4.444 2.576 -1.028
Br -9.283 -4.028 -0.224
Br 1.986 4.659 -0.987
Br -6.116 -3.834 0.334
Br -7.849 -1.147 -0.060
Br 4.687 5.322 0.641
Br 2.629 -4.144 -1.048
Br 2.717 -5.718 -5.514
Br 4.151 -2.837 -5.350
O -2.405 0.455 2.525
O -5.005 1.556 3.283
O -1.460 1.954 0.900
N 1.360 -0.265 2.863
N 1.480 -2.757 -0.425
C -3.597 -0.188 1.952
C -0.828 -1.178 -0.689
C -2.949 1.040 -3.428
C 4.151 -4.675 -4.714
C 0.237 -2.352 -1.219
C 3.918 4.445 -0.917
C -7.849 -2.985 0.575
C -1.470 0.683 1.373
C 1.875 -2.106 0.889
C 8.125 3.057 1.022
C -5.016 0.203 2.674
C -0.476 -0.455 0.738
C -2.136 -0.904 -1.636
C 2.042 2.293 2.579
C -2.523 0.674 -1.856
C 2.495 0.688 2.443
C 0.908 -0.906 1.534
H 2.863 -2.485 1.442
H 7.300 3.575 0.521
H -3.467 1.000 -1.202
H -3.456 -1.360 2.000
H 0.890 2.449 2.370
H -1.854 -1.326 -2.717
H -1.575 1.333 -1.632
H 3.453 0.474 3.118
H -5.828 0.259 1.801
H 2.342 2.743 3.643
H 3.959 -4.641 -3.637
H 4.328 4.946 -1.800
H -8.041 -2.951 1.653
H -3.969 1.660 -3.454
H 2.829 0.483 1.319
H -0.012 -2.912 -2.241
H -4.896 2.171 2.478
H -2.997 0.071 -4.086
H 0.620 0.365 3.244
H -3.677 0.208 0.829
H -2.136 1.764 -3.881
H 2.677 2.891 1.777
H -5.411 -0.639 3.405
```

Results
Highest occupied orbital energy, eV: -11.909
LUMO level, eV: -5.2776
Total charge: +1

***

3.
This record from OMol25 describes a molecular structure, C3H5AuO3. The level of theory is ωB97M-V with the def2-TZVPD basis set.

Geometry as XYZ:
```
12
C3H5AuO3 | OMol25 | ωB97M-V with the def2-TZVPD basis set
Au 2.596 -0.074 0.276
O 0.439 2.722 -0.215
O -0.838 0.995 -0.334
O 1.033 -0.365 -0.570
C -1.169 -0.307 0.163
C -0.053 -1.221 -0.339
C 0.294 1.551 0.041
H 1.360 1.293 0.906
H 0.064 -2.043 0.387
H -0.330 -1.699 -1.294
H -1.259 -0.276 1.257
H -2.137 -0.576 -0.278
```

Results
ΔE to the lowest compared entry with this formula, charge and spin, eV: 1.638
<S²>: 3.772
Highest occupied orbital energy (alpha / beta), eV: -12.880 / -15.680
LUMO level (alpha / beta), eV: -4.5591 / -9.0484
Total charge: +1
Spin multiplicity: 4

***

4.
This record from OMol25 describes a molecular structure, C22H61N10NaO13. The level of theory is ωB97M-V with the def2-TZVPD basis set.

Geometry as XYZ:
```
107
C22H61N10NaO13 | OMol25 | ωB97M-V with the def2-TZVPD basis set
Na 4.781 1.039 2.454
O -2.808 -2.246 -0.110
O 1.350 5.881 3.107
O -1.658 -3.698 4.697
O 1.658 1.544 1.194
O 0.744 -0.351 0.583
O 3.303 -3.543 2.114
O 1.191 -3.390 -2.592
O 2.707 -0.173 1.565
O 1.141 -0.429 5.725
O 3.204 0.290 -4.788
O -6.565 1.943 -3.649
O 4.342 4.938 1.064
O 0.807 4.578 -3.463
N 0.970 1.534 -3.322
N 0.753 4.790 1.330
N 6.235 4.188 0.398
N 4.534 2.853 0.515
N 1.641 0.331 1.191
N -0.979 -3.560 -3.032
N -5.102 0.035 -1.959
N -0.428 -2.338 -1.441
N 1.546 3.731 3.062
N 1.404 -2.997 4.351
C -7.089 0.674 -3.402
C -2.080 -2.334 1.116
C 5.035 4.028 0.636
C -0.145 3.785 -2.897
C -0.597 -3.807 5.660
C 0.637 2.534 -2.320
C 0.778 -4.189 4.975
C 4.179 -4.504 1.439
C 1.234 4.854 2.549
C 0.901 0.706 4.899
C 2.327 -0.347 -3.875
C -2.919 -3.271 5.279
C 1.908 -3.994 2.059
C 1.781 0.496 -2.719
C -3.504 -1.039 -0.404
C -7.537 2.925 -3.433
C -4.289 -1.129 -1.694
C 0.470 5.504 -4.497
C 0.030 -3.139 -2.336
C -5.933 -0.253 -3.136
C 4.019 -0.645 -5.396
C 1.116 -2.972 2.922
H -0.871 -4.605 6.350
H 2.625 0.967 -2.215
H 1.720 3.026 2.360
H 2.091 -0.503 5.841
H -4.948 -1.979 -1.522
H -8.045 3.069 -2.480
H -4.713 0.968 -1.952
H -1.150 -1.772 1.194
H -6.911 3.801 -3.604
H -2.723 -2.287 5.705
H -6.383 -1.244 -3.088
H 0.523 -4.944 4.231
H -7.885 0.696 -2.657
H 1.943 -5.010 2.453
H -8.384 2.805 -4.109
H 1.488 -0.749 -4.442
H 4.411 -0.065 -6.231
H 1.159 -0.011 -1.981
H 0.038 -2.940 2.761
H -0.027 2.120 -1.560
H 1.617 0.884 4.096
H 6.662 5.041 0.731
H 1.467 -2.070 2.421
H 0.517 5.647 0.850
H -2.833 -0.197 -0.572
H -0.832 3.493 -3.691
H -3.761 -3.297 4.587
H 1.417 -4.069 1.089
H 5.087 2.145 0.054
H -0.630 4.319 -2.079
H -0.129 0.702 4.542
H 6.835 3.382 0.300
H 1.631 2.055 -3.880
H -0.148 5.022 -5.254
H -1.876 -3.402 1.191
H -0.813 -4.249 -3.752
H 0.860 1.657 5.430
H 3.518 -1.484 -5.879
H -4.217 -0.861 0.401
H 0.283 -1.885 -0.884
H 1.393 5.984 -4.824
H -3.713 -1.373 -2.587
H 1.490 2.984 -1.813
H 4.885 -4.533 2.269
H 4.701 -1.094 -4.674
H 1.450 -4.665 5.689
H -1.826 -3.237 -2.587
H -0.387 -2.805 6.033
H -7.631 0.466 -4.325
H -3.136 -3.920 6.127
H -1.364 -2.232 -1.078
H 2.050 3.719 3.937
H -5.322 -0.238 -4.039
H 3.542 2.722 0.659
H 0.711 3.880 0.894
H 2.823 -1.160 -3.344
H 4.619 -4.086 0.534
H -2.683 -2.121 1.999
H 1.023 -2.152 4.751
H 3.752 -5.496 1.291
H -0.082 6.350 -4.088
```

Results
Highest occupied orbital energy, eV: -8.276
LUMO level, eV: -1.9702
Total charge: 0

***

total charge of number 3 (C3H5AuO3)? +1

***

Look up the total charge of the second one. +1

***

Which formula does entry 2 have? C17H23Br14N2O3